{
  "formula": "C30H80O10",
  "method": "wB97M-V/def2-TZVPD",
  "homo_energy_ev": -9.6,
  "smiles": "CC(C)O.CC(C)O.CC(C)O.CC(C)O.CC(C)O.CC(C)O.CC(C)O.CC(C)O.CC(C)O.CC(C)O",
  "gap_ev": 10.14,
  "multiplicity": 1,
  "e_above_lowest_ev": 1.602,
  "elements": ["C", "C", "C", "O", "H", "H", "H", "H", "H", "H", "H", "H", "C", "C", "C", "O", "H", "H", "H", "H", "H", "H", "H", "H", "C", "C", "C", "O", "H", "H", "H", "H", "H", "H", "H", "H", "C", "C", "C", "O", "H", "H", "H", "H", "H", "H", "H", "H", "C", "C", "C", "O", "H", "H", "H", "H", "H", "H", "H", "H", "C", "C", "C", "O", "H", "H", "H", "H", "H", "H", "H", "H", "C", "C", "C", "O", "H", "H", "H", "H", "H", "H", "H", "H", "C", "C", "C", "O", "H", "H", "H", "H", "H", "H", "H", "H", "C", "C", "C", "O", "H", "H", "H", "H", "H", "H", "H", "H", "C", "C", "C", "O", "H", "H", "H", "H", "H", "H", "H", "H"],
  "positions_angstrom": [[-4.4585, -1.2235, -1.7882], [-3.0807, -0.6775, -2.3154], [-3.1727, 0.8059, -2.5737], [-2.0445, -0.8335, -1.4196], [-4.4442, -2.2843, -1.8158], [-5.2145, -0.8432, -2.4544], [-4.5633, -0.9297, -0.7554], [-2.8279, -1.1571, -3.2496], [-3.9045, 0.9536, -3.3621], [-2.2074, 1.1233, -2.9362], [-3.3810, 1.3446, -1.6476], [-1.7510, -1.7704, -1.2755], [-1.6806, 3.9473, -2.5886], [-0.5167, 3.8142, -1.5452], [0.8967, 4.1216, -2.0078], [-0.8414, 4.5103, -0.2900], [-2.6821, 3.8210, -2.1218], [-1.5338, 3.1776, -3.2801], [-1.6827, 4.8919, -3.1166], [-0.4786, 2.8108, -1.1949], [0.8431, 5.0973, -2.4947], [1.1470, 3.3629, -2.7202], [1.5768, 4.2609, -1.1474], [-0.7172, 5.4983, -0.4222], [-2.6861, 2.9821, 4.4073], [-2.5927, 2.8186, 2.8998], [-3.8156, 2.2830, 2.1627], [-2.2602, 4.1327, 2.3142], [-3.5593, 3.5480, 4.6921], [-1.8458, 3.5310, 4.8150], [-2.7734, 2.0196, 4.9592], [-1.7629, 2.0969, 2.8252], [-3.5743, 2.1200, 1.0929], [-4.6549, 2.9812, 2.3244], [-4.0963, 1.3441, 2.6159], [-1.9960, 3.9699, 1.3795], [4.8866, 0.5769, 1.6094], [4.5339, -0.2854, 2.7674], [5.3797, 0.0086, 4.0217], [3.1033, -0.2987, 3.0189], [5.9103, 0.5929, 1.2992], [4.6458, 1.5428, 1.9707], [4.2991, 0.3334, 0.7111], [4.6935, -1.3378, 2.5389], [5.0924, -0.6527, 4.8735], [5.2181, 1.0138, 4.4302], [6.4533, -0.1044, 3.7372], [2.7258, 0.5816, 3.2791], [-0.3914, 2.1093, -6.8237], [-1.0138, 1.2970, -5.6977], [-0.8039, -0.2088, -5.9471], [-0.4174, 1.6487, -4.4768], [-1.0280, 2.1956, -7.6563], [0.5484, 1.6248, -7.1112], [-0.1411, 3.1583, -6.5294], [-2.0745, 1.4849, -5.6140], [-1.2255, -0.7800, -5.1478], [0.2203, -0.5510, -5.9373], [-1.3353, -0.4795, -6.8708], [-0.3258, 0.8288, -3.9106], [2.5251, 4.1085, 3.5503], [1.4573, 3.1686, 3.0537], [1.6720, 2.8653, 1.5932], [1.7081, 1.8968, 3.7071], [3.4691, 3.5710, 3.6058], [2.2898, 4.5103, 4.4903], [2.4886, 4.9790, 2.9104], [0.4498, 3.4430, 3.2158], [0.9830, 2.0046, 1.3917], [2.6804, 2.4966, 1.3851], [1.4739, 3.7675, 1.0162], [1.6400, 2.0637, 4.6357], [-0.8399, -0.8440, 3.1161], [-1.3643, -2.2081, 2.7036], [-2.9140, -2.2320, 2.4170], [-0.6957, -2.6172, 1.5017], [-1.3725, -0.4607, 3.9805], [-0.9137, -0.0356, 2.3490], [0.2364, -0.9527, 3.3930], [-1.1239, -2.9192, 3.4843], [-3.4545, -2.2283, 3.3363], [-3.1527, -3.2270, 1.9881], [-3.1975, -1.4566, 1.7229], [0.0158, -1.9463, 1.3082], [2.4682, -3.8971, 1.5481], [2.3710, -4.0713, 3.0970], [2.7343, -5.5294, 3.4829], [3.0979, -3.1155, 3.8148], [2.0727, -2.9099, 1.2800], [1.9051, -4.7142, 1.0970], [3.4721, -3.9735, 1.1624], [1.2684, -3.9231, 3.2988], [2.2453, -5.6688, 4.4392], [3.7791, -5.7867, 3.5734], [2.2331, -6.2711, 2.7767], [2.7984, -2.2325, 3.5911], [-1.9421, -5.8390, -2.0316], [-1.3988, -4.4361, -2.1482], [-1.6605, -3.7781, -3.4275], [-1.9606, -3.6292, -1.0670], [-3.0236, -5.7658, -2.1813], [-1.7479, -6.2250, -1.0155], [-1.5249, -6.4959, -2.7982], [-0.3420, -4.5079, -1.8919], [-1.4541, -4.4765, -4.2944], [-1.0363, -2.8720, -3.6023], [-2.7598, -3.6644, -3.4681], [-1.4914, -3.8763, -0.2500], [1.4129, -0.7375, -0.6720], [1.3484, 0.1483, -1.8918], [2.5867, 0.2054, -2.6928], [0.2781, -0.3212, -2.7228], [2.0620, -0.2728, 0.0793], [1.7843, -1.7246, -0.9906], [0.5119, -0.8688, -0.1032], [1.0989, 1.1560, -1.6116], [2.4662, 1.0287, -3.3845], [2.7783, -0.7874, -3.1453], [3.4103, 0.5107, -2.0198], [-0.5192, -0.3733, -2.1862]],
  "forces_ev_per_a": [[1.983, 0.637, -0.623], [-1.977, 0.096, 0.070], [0.171, -0.421, -0.109], [1.806, -0.747, 1.517], [-0.117, -1.089, -0.037], [-0.566, 0.126, 0.078], [-0.337, 0.383, 0.251], [-0.057, -0.388, -0.524], [-0.227, 0.470, 0.102], [0.199, 0.371, -0.166], [-0.296, 0.051, -0.146], [-0.947, 0.401, -0.158], [0.387, 0.662, 1.933], [-1.170, 0.764, 0.841], [-1.076, 1.501, 0.393], [0.448, 1.668, -0.897], [0.793, 0.039, -0.027], [0.115, -1.085, -1.277], [0.190, 0.393, -0.030], [-0.346, -1.137, 0.200], [0.346, 0.037, -0.362], [0.696, -0.323, -0.400], [-0.226, -0.641, -0.511], [-0.300, -1.786, 0.159], [-0.871, -0.270, 0.399], [0.687, 0.758, -0.385], [0.215, 0.300, 0.539], [0.262, -1.556, 0.113], [-0.479, 0.340, 0.031], [0.378, -0.010, -0.159], [0.185, 0.404, -0.611], [0.103, 0.289, -0.782], [-0.325, 0.209, 0.566], [0.324, -0.208, -0.428], [-0.190, -0.537, -0.033], [-0.096, 0.327, 0.680], [-0.774, -0.077, -0.706], [-0.430, -1.566, 1.121], [-0.182, -0.176, 0.223], [0.331, 0.547, 0.066], [0.806, -0.273, 0.174], [-0.248, 1.504, -0.223], [-0.031, 0.122, 0.387], [0.276, -0.114, -0.142], [0.409, 0.102, -0.850], [0.083, 0.133, -0.415], [-0.739, 0.013, 0.498], [0.523, -0.611, -0.287], [1.195, 0.747, 1.226], [0.899, -0.835, -0.218], [-0.900, 0.483, -0.509], [0.529, -0.499, 0.977], [-0.850, -0.165, -1.209], [-0.107, 0.174, -0.111], [-0.273, -0.827, 0.105], [-0.618, 0.118, -0.186], [-0.745, -0.348, 0.641], [0.560, 0.422, -0.470], [0.383, -0.169, 0.137], [0.264, 0.949, -0.538], [-0.763, 0.258, -0.796], [2.370, -1.403, -0.440], [-0.773, -0.897, -0.034], [-0.624, 0.000, -0.357], [0.146, 0.313, -0.346], [-0.267, 0.315, 1.711], [0.704, 0.238, -0.409], [-1.090, 0.663, 0.336], [0.343, 0.906, -0.507], [-0.007, 0.215, 0.184], [-0.265, -0.332, -0.258], [-0.050, -0.111, 1.015], [0.758, 0.395, 0.080], [-1.303, 0.852, -1.016], [1.832, -1.493, -0.190], [1.043, 0.821, -0.325], [-0.049, -0.041, 0.287], [-0.071, -0.848, 0.165], [-0.646, 0.251, -0.147], [-0.020, -0.287, 0.238], [-0.484, 0.535, 0.734], [0.157, 0.568, -0.100], [-0.141, 0.287, -0.099], [-1.098, -1.215, 0.346], [-0.183, 0.205, 0.962], [-0.987, -0.585, -1.749], [-1.630, 0.067, -0.307], [0.623, -0.708, 0.446], [-0.012, -0.293, -0.182], [-0.294, 0.291, -0.176], [0.596, 0.024, 0.101], [0.835, -0.345, 0.045], [0.211, -0.422, 0.432], [0.368, 0.322, -0.139], [0.671, 1.077, 0.749], [-0.114, 0.545, -0.206], [-0.601, 0.068, 0.118], [1.050, -0.633, 2.324], [-0.231, -0.284, -2.211], [0.266, -0.148, -0.323], [-0.024, -0.305, 0.073], [-0.074, -0.026, -0.528], [0.049, -0.025, 0.188], [0.412, 0.177, -0.487], [0.041, 0.627, 0.983], [-0.869, -0.361, 0.256], [0.450, 0.726, -0.181], [-0.266, 0.364, -0.162], [1.348, -0.085, 0.299], [-1.763, -0.400, 0.521], [0.960, -0.151, 0.365], [0.628, -0.035, -0.844], [0.456, -0.311, -0.185], [0.003, 0.220, 0.380], [-0.990, 0.114, -0.400], [-0.132, 0.704, 0.467], [0.153, -0.229, -0.725], [0.122, 0.717, -0.030], [-0.147, -0.388, -0.336], [-0.675, -0.182, 0.497]],
  "lowdin_charge": [-0.011, -0.500, -0.040, -0.076, 0.048, 0.072, 0.074, 0.112, 0.093, 0.044, 0.086, 0.085, -0.026, -0.428, -0.040, -0.108, 0.087, 0.014, 0.074, 0.103, 0.081, 0.062, 0.076, 0.126, -0.063, -0.475, -0.047, -0.083, 0.070, 0.069, 0.087, 0.104, 0.080, 0.091, 0.064, 0.055, -0.054, -0.478, -0.045, -0.102, 0.079, 0.055, 0.076, 0.124, 0.088, 0.069, 0.091, 0.052, -0.051, -0.491, -0.044, -0.105, 0.054, 0.082, 0.092, 0.123, 0.041, 0.083, 0.091, 0.053, -0.035, -0.436, -0.038, -0.080, 0.090, 0.061, 0.087, 0.116, 0.099, 0.073, 0.068, 0.093, -0.053, -0.447, -0.026, -0.090, 0.076, 0.085, 0.086, 0.122, 0.060, 0.082, 0.064, 0.063, -0.053, -0.483, -0.053, -0.040, 0.047, 0.070, 0.073, 0.130, 0.063, 0.069, 0.095, 0.041, -0.055, -0.505, -0.059, -0.084, 0.086, 0.088, 0.084, 0.137, 0.108, 0.086, 0.097, 0.079, -0.029, -0.488, -0.037, -0.074, 0.073, 0.102, 0.048, 0.113, 0.078, 0.104, 0.091, 0.036]
}